Here is the molecule C5H6N2O in a non-equilibrium geometry from OMol25. Energies are from ωB97M-V/def2-TZVPD.

XYZ file:
```
14
Properties=species:S:1:pos:R:3:forces:R:3:lowdin_charge:R:1
C 2.90616 0.80120 0.23753 -4.179 -3.254 -2.409 0.160
C 1.94737 0.11775 -0.18835 4.180 0.387 1.583 -0.035
C 0.97289 -1.05864 -0.24996 -0.157 0.622 1.701 -0.479
O 1.28158 -2.19625 -0.09301 1.020 -0.704 -0.589 0.114
N -0.31942 -0.61280 -0.17619 -1.702 -0.446 0.312 -0.090
N -1.36984 -1.58730 0.20711 0.647 0.205 -3.226 0.084
C -0.41403 0.80562 -0.28158 -1.083 -0.917 2.034 -0.170
C -1.53929 1.42049 -0.00792 0.529 2.493 -1.293 0.026
H 3.83588 1.25976 0.31073 0.876 0.765 0.426 0.019
H -1.92750 -1.94827 -0.64180 1.379 1.179 1.979 0.130
H -1.92907 -1.51923 1.05764 0.778 0.965 -0.340 0.090
H 0.55994 1.22322 -0.12032 -0.205 0.810 -0.918 0.060
H -1.67267 2.52794 -0.10839 0.197 -1.326 0.459 0.081
H -2.33200 0.76652 0.05450 -2.281 -0.780 0.279 0.011
```
Positions in Å, forces in eV/Å.

Its LUMO energy is 0.67 eV. The calculation puts the HOMO-LUMO gap at 0.358 Ha. The value obtained for the energy relative to the best compared isomer or geometry (same formula, charge and spin) is 469.4 kJ/mol. The maximum force is 0.1131 Eh/bohr. The HOMO energy is -9.06 eV.